1.
The following is a quantum chemistry calculation of C27H46BrN3OP2Pb as an isolated structure at a distorted geometry, from OMol25.

Output
ΔE to the lowest compared entry with this formula, charge and spin	0.00	kcal per mole
frontier orbital gap (spin up / spin down)	0.1901 / 0.1933	Ha
highest occupied orbital energy (spin up / spin down)	-12.451 / -12.493	eV
total charge	+2

CARTESIAN COORDINATES (ANGSTROEM)
N 8.13 0.83 1.60
C 7.48 -0.16 2.20
C 6.26 -0.66 1.72
C 5.68 -0.05 0.58
C 6.43 0.95 -0.08
C 7.64 1.38 0.50
C 4.29 -0.34 0.20
Pb 3.19 -1.89 -0.97
P -0.17 -2.43 -3.82
C 3.76 0.23 -1.06
C 2.60 1.11 -1.06
C 2.06 1.59 -2.28
C 0.91 2.31 -2.30
C 0.05 2.35 -1.09
C 0.79 2.11 0.17
C 2.01 1.51 0.16
Br -1.26 0.90 -1.31
H 3.61 -0.46 1.06
H 4.43 0.27 -1.93
H 5.76 -1.48 2.24
H 6.06 1.45 -0.98
H 7.93 -0.58 3.09
H 8.20 2.20 0.03
H 2.62 1.37 -3.21
H 2.56 1.34 1.09
H 0.50 2.69 -3.24
H 0.28 2.33 1.11
P -0.83 4.01 -0.93
C 0.84 -2.84 -2.37
C 1.25 -4.30 -2.40
H 0.37 -2.53 -1.42
H 1.66 -2.16 -2.67
H 1.94 -4.56 -1.58
H 0.38 -4.96 -2.32
H 1.77 -4.52 -3.34
C 0.15 -0.66 -4.22
C -0.70 -0.18 -5.39
H 1.22 -0.56 -4.45
H -0.06 -0.06 -3.32
H -0.34 0.80 -5.74
H -0.65 -0.88 -6.24
H -1.76 -0.06 -5.12
C -1.84 -2.30 -3.05
C -2.69 -3.55 -3.24
H -2.34 -1.44 -3.53
H -1.73 -2.07 -1.98
H -3.67 -3.40 -2.76
H -2.86 -3.76 -4.30
H -2.23 -4.44 -2.79
C -2.11 3.73 0.30
C -3.14 4.85 0.44
H -1.60 3.55 1.26
H -2.60 2.79 0.03
H -2.72 5.75 0.90
H -3.58 5.12 -0.53
H -3.95 4.49 1.09
C -1.47 4.40 -2.57
C -0.53 5.21 -3.46
H -2.41 4.95 -2.39
H -1.75 3.44 -3.04
H -0.45 6.25 -3.12
H 0.47 4.78 -3.52
H -0.94 5.23 -4.48
C 0.36 5.26 -0.40
C 0.62 5.37 1.10
H -0.02 6.21 -0.80
H 1.30 5.04 -0.93
H 1.22 6.27 1.28
H -0.30 5.47 1.68
H 1.19 4.52 1.48
C 1.86 -3.45 3.40
N 0.84 -2.52 2.94
C 0.84 -1.87 1.76
N -0.23 -1.06 1.55
O 1.76 -2.00 0.90
H 2.62 -3.60 2.63
H 1.40 -4.41 3.66
H 2.33 -3.05 4.31
H 0.06 -2.33 3.55
H -0.32 -0.53 0.69
H -0.96 -1.02 2.24

2.
The following is a quantum chemistry calculation of one molecule with the formula C6H6 at a distorted geometry, from OMol25.

Output
structure (SMILES)	C#CC#CCC
ΔE to the lowest compared entry with this formula, charge and spin	128.12	kcal per mole
frontier orbital gap	0.3459	Ha
highest occupied orbital energy	-8.882	eV

CARTESIAN COORDINATES (ANGSTROEM)
C -0.73 2.98 0.54
C -1.58 2.11 0.60
C -1.39 0.87 -0.04
C -0.62 0.14 -0.61
C 0.44 -0.83 -0.84
C 0.53 -1.63 0.47
H 0.11 3.55 0.23
H 0.22 -1.45 -1.70
H 1.39 -0.31 -1.05
H 1.15 -2.52 0.35
H 0.94 -1.01 1.27
H -0.48 -1.92 0.77

3.
The following is a quantum chemistry calculation of H13Na2O7 as an isolated structure at a distorted geometry, from OMol25.

Output
ΔE to the lowest compared entry with this formula, charge and spin	0.00	kcal per mole
frontier orbital gap	0.3735	Ha
highest occupied orbital energy	-14.068	eV
total charge	+1

CARTESIAN COORDINATES (ANGSTROEM)
Na -0.91 0.56 2.46
Na 1.60 1.17 -1.00
O -0.23 0.04 0.24
H 0.13 -0.79 -0.04
O -0.18 -2.72 1.76
H 0.10 -3.42 1.15
H -0.12 -1.89 1.25
O -0.15 2.65 -0.33
H -0.87 3.29 -0.39
H -0.57 1.82 -0.04
O -2.98 -0.20 0.54
H -2.02 -0.16 0.36
H -3.39 -0.04 -0.32
O 2.28 -1.10 -1.82
H 2.48 -2.04 -1.74
H 1.94 -1.01 -2.72
O 1.50 1.11 2.83
H 1.91 0.63 2.10
H 1.96 1.96 2.86
O -1.20 0.09 -2.50
H -0.44 -0.01 -3.09
H -0.84 0.05 -1.57

Question: ΔE to the lowest compared entry with this formula, charge and spin of number 1 (C27H46BrN3OP2Pb)?
Answer: 0.00 kcal per mole

Question: What is the ΔE to the lowest compared entry with this formula, charge and spin in the first record?
Answer: 0.00 kcal per mole

Question: What is the formula in the third record?
Answer: H13Na2O7

Copy entry 1 word for word.
The following is a quantum chemistry calculation of C27H46BrN3OP2Pb as an isolated structure at a distorted geometry, from OMol25.

Output
ΔE to the lowest compared entry with this formula, charge and spin	0.00	kcal per mole
frontier orbital gap (spin up / spin down)	0.1901 / 0.1933	Ha
highest occupied orbital energy (spin up / spin down)	-12.451 / -12.493	eV
total charge	+2

CARTESIAN COORDINATES (ANGSTROEM)
N 8.13 0.83 1.60
C 7.48 -0.16 2.20
C 6.26 -0.66 1.72
C 5.68 -0.05 0.58
C 6.43 0.95 -0.08
C 7.64 1.38 0.50
C 4.29 -0.34 0.20
Pb 3.19 -1.89 -0.97
P -0.17 -2.43 -3.82
C 3.76 0.23 -1.06
C 2.60 1.11 -1.06
C 2.06 1.59 -2.28
C 0.91 2.31 -2.30
C 0.05 2.35 -1.09
C 0.79 2.11 0.17
C 2.01 1.51 0.16
Br -1.26 0.90 -1.31
H 3.61 -0.46 1.06
H 4.43 0.27 -1.93
H 5.76 -1.48 2.24
H 6.06 1.45 -0.98
H 7.93 -0.58 3.09
H 8.20 2.20 0.03
H 2.62 1.37 -3.21
H 2.56 1.34 1.09
H 0.50 2.69 -3.24
H 0.28 2.33 1.11
P -0.83 4.01 -0.93
C 0.84 -2.84 -2.37
C 1.25 -4.30 -2.40
H 0.37 -2.53 -1.42
H 1.66 -2.16 -2.67
H 1.94 -4.56 -1.58
H 0.38 -4.96 -2.32
H 1.77 -4.52 -3.34
C 0.15 -0.66 -4.22
C -0.70 -0.18 -5.39
H 1.22 -0.56 -4.45
H -0.06 -0.06 -3.32
H -0.34 0.80 -5.74
H -0.65 -0.88 -6.24
H -1.76 -0.06 -5.12
C -1.84 -2.30 -3.05
C -2.69 -3.55 -3.24
H -2.34 -1.44 -3.53
H -1.73 -2.07 -1.98
H -3.67 -3.40 -2.76
H -2.86 -3.76 -4.30
H -2.23 -4.44 -2.79
C -2.11 3.73 0.30
C -3.14 4.85 0.44
H -1.60 3.55 1.26
H -2.60 2.79 0.03
H -2.72 5.75 0.90
H -3.58 5.12 -0.53
H -3.95 4.49 1.09
C -1.47 4.40 -2.57
C -0.53 5.21 -3.46
H -2.41 4.95 -2.39
H -1.75 3.44 -3.04
H -0.45 6.25 -3.12
H 0.47 4.78 -3.52
H -0.94 5.23 -4.48
C 0.36 5.26 -0.40
C 0.62 5.37 1.10
H -0.02 6.21 -0.80
H 1.30 5.04 -0.93
H 1.22 6.27 1.28
H -0.30 5.47 1.68
H 1.19 4.52 1.48
C 1.86 -3.45 3.40
N 0.84 -2.52 2.94
C 0.84 -1.87 1.76
N -0.23 -1.06 1.55
O 1.76 -2.00 0.90
H 2.62 -3.60 2.63
H 1.40 -4.41 3.66
H 2.33 -3.05 4.31
H 0.06 -2.33 3.55
H -0.32 -0.53 0.69
H -0.96 -1.02 2.24